Arrangement 1

The following is a DFT calculation (wB97M-V/def2-TZVPD) of a structure of composition C5H13NO3.

Calculated values
HOMO energy: -6.64 eV
Kohn-Sham gap: 7.39 eV

```
! RIJCOSX wB97M-V def2-TZVPD def2/J DEFGRID3
* xyz 0 1
C -1.38768 -1.62648 -1.18029
H -0.66417 0.55157 -1.89269
H -1.07756 -2.60451 -1.55874
H 2.64028 1.00464 -0.34734
H 1.21028 -0.83728 -1.25113
O -2.57769 -1.79749 -0.45339
H 2.64847 -0.12998 1.01142
O 0.05204 0.91930 -1.30385
H -1.23734 0.95926 0.71550
H -0.96527 0.06622 2.15249
C 2.06873 0.64403 0.50749
H 0.94006 2.43065 0.87646
C 1.61923 1.75881 1.40829
H -2.53827 -0.92078 -2.62471
H 0.35082 -1.52400 0.97980
C -0.06943 -0.67344 0.46007
H -2.56496 -1.13241 0.25503
C 0.59845 -0.16184 -0.66538
N -1.00895 0.06893 1.14475
H 2.46489 2.37169 1.74893
H 1.13640 1.38587 2.31722
O -1.63834 -0.75277 -2.29993
*
```


Arrangement 2

The following is a DFT calculation (wB97M-V/def2-TZVPD) of a cluster of 2 separate species, C5H13NO3 in total.

Calculated values
HOMO energy: -9.08 eV
SMILES string: CC(C)(N)O.CC(=O)O
Kohn-Sham gap: 9.70 eV

```
! RIJCOSX wB97M-V def2-TZVPD def2/J DEFGRID3
* xyz 0 1
C 2.12102 0.16806 0.12828
C -2.59933 0.69272 0.63928
O 0.16166 1.02790 -1.01171
N 1.74170 -0.06800 -2.25349
H -0.45353 -1.50679 -1.46073
H 0.99109 -2.20747 -0.71439
C 1.07059 -0.05227 -0.96183
H 2.65674 1.09434 -0.08211
H 2.83467 -0.65440 0.13279
H -1.11435 -0.42537 3.26983
H 1.64522 0.24284 1.10467
H 0.12890 1.44925 -0.14219
H 1.08977 0.23984 -2.96171
H -0.18239 -1.33759 0.27946
H -2.10380 0.60801 -0.33785
H -3.35165 -0.08235 0.76766
O -0.58759 1.30184 1.79881
H -3.06412 1.67430 0.69657
H 2.06140 -0.99543 -2.48610
C -1.55323 0.59170 1.70805
C 0.30202 -1.36559 -0.69113
O -1.79470 -0.39545 2.57790
*
```


Tell me which of them is the least stable. Sure, it is arrangement 1.


Arrangement 1

The following is a DFT calculation (wB97M-V/def2-TZVPD) of an isolated molecule of C4H5N3S.

Calculated values
HOMO energy: -8.53 eV
SMILES string: [H]/N=c1\nc(S)cc[nH]1
Kohn-Sham gap: 8.89 eV

```
! RIJCOSX wB97M-V def2-TZVPD def2/J DEFGRID3
* xyz 0 1
H -1.60494 -2.76305 -0.08988
N -1.46785 0.43908 0.08215
C 0.74853 1.03621 -0.16247
C -1.10271 -0.94009 -0.07638
H 3.36310 0.43462 0.33285
H -2.41212 0.66869 0.38470
S 2.85925 -0.77433 0.02761
N 0.26455 -1.35026 0.05256
C 1.10079 -0.38453 -0.15974
H -0.85614 2.43121 0.06113
C -0.55519 1.40912 0.02552
H 1.68269 1.60381 -0.41543
N -2.01997 -1.81049 -0.06262
*
```


Arrangement 2

The following is a DFT calculation (wB97M-V/def2-TZVPD) of a cluster of 2 separate species, C4H5N3S in total.

Calculated values
HOMO energy (spin up / spin down): -7.94 / -7.94 eV
Kohn-Sham gap (spin up / spin down): 7.43 / 7.43 eV

```
! RIJCOSX wB97M-V def2-TZVPD def2/J DEFGRID3
* xyz 0 1
H -1.30521 -1.97203 1.16448
C -0.50745 -0.24660 2.31404
S -1.95106 0.13512 0.25788
N -0.07927 0.99354 2.30906
H 1.70716 -0.30567 -2.00215
N -0.14455 1.76588 1.37106
H -0.01598 -0.60829 -1.65972
C 0.92906 1.22679 -1.03574
N -0.69420 1.55627 0.23754
H 0.02131 -0.76289 3.13900
H 1.45864 2.16248 -0.83694
C -1.15044 -0.91684 1.37011
C 0.85503 0.06970 -1.57492
*
```


Arrangement 3

The following is a DFT calculation (wB97M-V/def2-TZVPD) of an isolated molecule of C4H5N3S.

Calculated values
HOMO energy (spin up / spin down): -7.05 / -7.05 eV
Kohn-Sham gap (spin up / spin down): 6.89 / 6.90 eV

```
! RIJCOSX wB97M-V def2-TZVPD def2/J DEFGRID3
* xyz 0 1
C -0.04069 -1.56423 2.13434
H 1.03600 1.86728 1.44656
H -1.48398 0.72986 -0.82426
H -0.86873 1.01680 -3.21871
N 0.46562 0.88996 -0.23999
S 0.51970 0.05031 2.47373
C -0.43670 0.77464 -1.17412
N -0.53016 -2.49419 -0.12493
C -0.23448 -1.87681 0.81523
C 0.58427 0.99219 1.09529
N -0.14896 1.00998 -2.46411
H 0.86455 0.93787 -2.73423
H 0.27356 -2.33366 2.81520
*
```


Tell me which of them is the least stable. Sure, it is arrangement 2.


Arrangement 1

The following is a DFT calculation (wB97M-V/def2-TZVPD) of a cluster of 2 separate species, C3H9NS in total.

Calculated values
HOMO energy: -8.82 eV
SMILES string: C=N.CCS
Kohn-Sham gap: 9.25 eV

```
! RIJCOSX wB97M-V def2-TZVPD def2/J DEFGRID3
* xyz 0 1
H 1.61011 -1.83133 -1.61750
H -1.52043 1.69861 0.22879
H -0.66239 3.63821 -0.47154
H -1.24122 -2.29151 0.53125
H -0.56486 -2.08443 -1.02354
C -0.08806 2.94837 0.02974
C 0.65750 -1.22701 0.54983
C -0.74185 -1.61125 -0.07496
H 0.94272 2.85269 -0.30350
H 1.04219 -2.04411 1.12511
S 1.96143 -0.86963 -0.72205
H -1.29552 -0.73622 -0.19636
H 0.54665 -0.38158 1.22305
N -0.64629 1.93918 0.72165
*
```


Arrangement 2

The following is a DFT calculation (wB97M-V/def2-TZVPD) of a cluster of 2 separate species, C3H9NS in total.

Calculated values
HOMO energy: -8.48 eV
SMILES string: C=N.CSC
Kohn-Sham gap: 9.40 eV

```
! RIJCOSX wB97M-V def2-TZVPD def2/J DEFGRID3
* xyz 0 1
H -1.58476 -1.27496 -1.12496
C 1.53247 1.09999 -0.56098
S 0.68252 1.85506 0.87716
H -2.94830 -3.05313 -1.18901
H 0.54208 0.37282 2.70424
H 0.82650 0.94228 -1.36351
H 0.26632 -0.72732 1.30450
H 2.01230 0.05224 -0.25992
C 0.00628 0.33301 1.75801
C -1.90688 -3.04739 -1.59310
H -1.06740 0.41409 1.91006
H 2.44015 1.71260 -0.90957
H -1.40147 -3.98294 -1.58865
N -1.11384 -2.06433 -1.59163
*
```


Tell me which of them is the least stable. Sure, it is arrangement 1.